{
  "formula": "C4H9Cl2ISi",
  "method": "ωB97M-V/def2-TZVPD",
  "relative_energy_kj_mol": 92.67,
  "energy_ev": -45316.8142,
  "orbital_gap_ev": [6.45, 7.56],
  "elements": ["C", "C", "C", "C", "Si", "Cl", "Cl", "I", "H", "H", "H", "H", "H", "H", "H", "H", "H"],
  "coordinates": [[-1.92903, -0.38738, -1.41796], [-1.31034, 0.81161, 0.68821], [4.11845, 1.69926, 0.61112], [-1.37500, -0.55124, -0.00310], [0.32106, -1.45952, 0.03111], [0.54206, -2.43781, 1.80229], [0.54716, -2.77059, -1.49233], [2.39481, 0.78457, -0.23131], [-1.97300, -1.34011, -1.94102], [-2.93766, 0.02108, -1.37253], [-1.31071, 0.29517, -1.99594], [-0.90744, 0.72802, 1.69307], [-2.30636, 1.24514, 0.75278], [-0.68007, 1.49324, 0.12284], [3.91768, 2.02516, 1.62403], [4.96444, 1.02205, 0.56769], [-2.07605, -1.17864, 0.56106]]
}

---

{
  "formula": "C7H10O",
  "method": "ωB97M-V/def2-TZVPD",
  "smiles": "O[C@@]12C[C@@H]1[C@H]1C[C@@H]2C1",
  "relative_energy_kj_mol": 563.86,
  "energy_ev": -9462.7165,
  "orbital_gap_ev": 10.26,
  "elements": ["O", "C", "C", "C", "C", "C", "C", "C", "H", "H", "H", "H", "H", "H", "H", "H", "H", "H"],
  "coordinates": [[-1.77148, -1.06028, -0.23470], [-0.79705, -0.00115, -0.40084], [-1.22605, 1.35886, -0.05516], [-0.37309, 0.48403, 0.90113], [1.08200, 0.34119, 0.88867], [1.44884, 0.76132, -0.62276], [0.51016, -0.52505, -0.89436], [1.11478, -1.14932, 0.33319], [-1.47666, -1.57016, 0.55562], [-2.13761, 1.81112, 0.32924], [-0.68050, 1.99295, -0.83639], [-0.89312, -0.12525, 1.81030], [1.88838, 0.61387, 1.50051], [0.80973, 1.56170, -0.77330], [2.51509, 0.95072, -1.06990], [0.73068, -1.06768, -1.84155], [0.76631, -1.64780, 1.36136], [2.09197, -1.65653, -0.05754]]
}

---

{
  "formula": "C7H10N2",
  "method": "ωB97M-V/def2-TZVPD",
  "relative_energy_kj_mol": 670.87,
  "energy_ev": -10394.6580,
  "orbital_gap_ev": 8.22,
  "elements": ["C", "C", "C", "C", "C", "C", "C", "H", "H", "H", "H", "H", "H", "H", "H", "H", "H", "N", "N"],
  "coordinates": [[-0.14466, -1.32816, -2.14631], [0.03704, -0.82892, -0.77506], [-0.21650, -1.46770, 0.54768], [0.76149, 0.54881, 0.91414], [0.59391, 1.89658, 1.76662], [0.68463, 3.24061, 1.49610], [0.63557, 0.38292, -0.44883], [-1.67467, -2.38391, -0.80917], [-1.54392, -2.69970, -2.82807], [-0.98032, -0.55678, -2.59540], [0.76987, -1.41629, -2.88494], [-0.69386, -2.33400, 0.91836], [-0.69610, -0.67220, 2.52455], [0.41928, 1.70834, 2.78905], [0.53094, 4.04513, 2.45656], [1.22608, 3.69726, 0.53735], [1.15809, 1.24447, -1.05215], [-0.91438, -2.58635, -1.88602], [0.04750, -0.49010, 1.47554]]
}

---

{
  "formula": "C21H23BrClN3O2PRe",
  "method": "ωB97M-V/def2-TZVPD",
  "relative_energy_kj_mol": 103.63,
  "energy_ev": -124681.4852,
  "total_charge": 2,
  "orbital_gap_ev": 7.53,
  "elements": ["Re", "Br", "C", "C", "C", "C", "C", "C", "C", "O", "O", "H", "H", "H", "H", "C", "N", "C", "N", "C", "N", "C", "P", "C", "C", "H", "H", "H", "H", "H", "H", "H", "H", "H", "H", "H", "H", "Cl", "C", "H", "H", "C", "C", "C", "C", "C", "C", "C", "H", "H", "H", "H", "H"],
  "coordinates": [[-0.29612, 0.07044, 0.44885], [-3.45730, 2.79612, -0.74095], [-2.97173, 3.09930, -2.56572], [-3.76615, 3.85959, -3.40033], [-3.33087, 4.11077, -4.69274], [-2.13422, 3.58227, -5.15168], [-1.33950, 2.81261, -4.31593], [-1.75888, 2.57632, -3.01522], [-0.98031, 1.87363, -1.97554], [-0.15887, 2.71267, -1.31648], [-1.10636, 0.71621, -1.64506], [-4.70236, 4.25874, -3.04585], [-3.93011, 4.73588, -5.33580], [-1.81317, 3.77416, -6.16317], [-0.40299, 2.40177, -4.66170], [1.82392, 4.74149, 1.54022], [2.53101, 3.48390, 1.35895], [2.55716, 2.72995, 2.57934], [1.19683, 2.51814, 3.09251], [0.47693, 3.78995, 3.24179], [0.46807, 4.51508, 2.00714], [-0.39945, 3.95653, 1.01207], [0.23648, 2.36409, 0.25383], [2.06977, 2.76244, 0.20341], [0.62929, 1.35627, 3.18045], [1.80806, 5.28308, 0.59340], [2.35807, 5.35330, 2.27136], [3.11762, 3.29928, 3.32846], [3.04755, 1.76727, 2.42896], [1.00465, 4.38849, 3.99433], [-0.54484, 3.59931, 3.57188], [-0.49699, 4.67224, 0.18437], [-1.38963, 3.78044, 1.44033], [2.24073, 3.38681, -0.68052], [2.65109, 1.84304, 0.08962], [1.22900, 0.46278, 3.19102], [-0.38012, 1.29084, 3.55400], [0.51970, -1.85566, -0.25662], [0.97906, -1.31550, 1.36286], [2.05345, -1.12949, 1.41320], [0.66567, -2.04510, 2.11368], [-1.84000, 0.22634, 1.50676], [-3.08095, -0.09103, 2.02214], [-4.09580, -0.34023, 1.05855], [-5.32072, -0.82201, 1.45454], [-5.57918, -1.05676, 2.80097], [-4.60166, -0.80091, 3.75822], [-3.36863, -0.31207, 3.38754], [-3.86426, -0.16994, 0.01948], [-6.08400, -1.01955, 0.71827], [-6.53934, -1.44943, 3.10106], [-4.81533, -0.98554, 4.79909], [-2.59999, -0.12638, 4.12205]]
}

---

{
  "formula": "C3H5N3",
  "method": "ωB97M-V/def2-TZVPD",
  "smiles": "Cc1cn[nH]n1",
  "relative_energy_kj_mol": 73.69,
  "energy_ev": -7661.6917,
  "orbital_gap_ev": 10.95,
  "elements": ["C", "C", "C", "N", "N", "N", "H", "H", "H", "H", "H"],
  "coordinates": [[-1.62797, -0.42121, -0.00867], [-0.17240, -0.08197, 0.01732], [0.51160, 1.07137, -0.41087], [1.81306, 0.91172, -0.19508], [1.87445, -0.28849, 0.34570], [0.73158, -0.93106, 0.50097], [-1.81906, -1.24642, 0.68205], [-2.23977, 0.43371, 0.29046], [-1.94625, -0.73266, -1.01111], [0.12598, 1.97997, -0.85173], [2.74879, -0.69494, 0.64097]]
}

---

{
  "formula": "C4H7NO",
  "method": "ωB97M-V/def2-TZVPD",
  "smiles": "C[C@H]1NCC1=O",
  "relative_energy_kj_mol": 181.01,
  "energy_ev": -7797.7683,
  "orbital_gap_ev": 10.42,
  "elements": ["C", "C", "N", "C", "C", "O", "H", "H", "H", "H", "H", "H", "H"],
  "coordinates": [[-1.78930, -0.12430, -0.03629], [-0.31605, -0.20323, 0.30709], [0.71838, -0.89715, -0.51211], [1.72029, 0.14417, -0.18002], [0.50880, 1.03791, -0.01642], [0.22598, 2.15961, -0.32891], [-2.29928, -1.09133, -0.01433], [-1.95364, 0.35583, -1.00528], [-2.25541, 0.51558, 0.72602], [-0.19245, -0.46832, 1.36934], [0.96794, -1.82621, -0.18907], [2.47408, 0.40323, -0.92576], [2.19066, -0.00578, 0.80572]]
}